{
  "formula": "C70H172N12O18",
  "method": "the ωB97M-V functional and the def2-TZVPD basis",
  "gap_ha": [0.2940, 0.1148],
  "homo_energy_ev": [-9.8, -9.8],
  "total_energy_ha": -4780.7790,
  "s2": 0.754,
  "multiplicity": 2,
  "e_lumo_ev": [-1.8, -6.7],
  "charge": 1,
  "elements": ["C", "C", "C", "C", "C", "C", "N", "O", "C", "C", "C", "H", "H", "H", "H", "H", "H", "H", "H", "H", "H", "H", "H", "H", "H", "H", "H", "H", "H", "H", "C", "C", "C", "C", "C", "C", "N", "O", "C", "C", "C", "H", "H", "H", "H", "H", "H", "H", "H", "H", "H", "H", "H", "H", "H", "H", "H", "H", "H", "H", "C", "O", "C", "C", "N", "C", "C", "O", "C", "H", "H", "H", "H", "H", "H", "H", "H", "H", "H", "H", "H", "H", "H", "H", "C", "O", "C", "C", "N", "C", "C", "O", "C", "H", "H", "H", "H", "H", "H", "H", "H", "H", "H", "H", "H", "H", "H", "H", "C", "O", "C", "C", "N", "C", "C", "O", "C", "H", "H", "H", "H", "H", "H", "H", "H", "H", "H", "H", "H", "H", "H", "H", "C", "O", "C", "C", "N", "C", "C", "O", "C", "H", "H", "H", "H", "H", "H", "H", "H", "H", "H", "H", "H", "H", "H", "H", "C", "O", "C", "C", "N", "C", "C", "O", "C", "H", "H", "H", "H", "H", "H", "H", "H", "H", "H", "H", "H", "H", "H", "H", "C", "O", "C", "C", "N", "C", "C", "O", "C", "H", "H", "H", "H", "H", "H", "H", "H", "H", "H", "H", "H", "H", "H", "H", "C", "C", "C", "O", "C", "N", "H", "H", "H", "H", "H", "H", "H", "H", "H", "H", "H", "C", "C", "C", "O", "C", "N", "H", "H", "H", "H", "H", "H", "H", "H", "H", "H", "H", "C", "C", "C", "O", "C", "N", "H", "H", "H", "H", "H", "H", "H", "H", "H", "H", "H", "C", "C", "C", "O", "C", "N", "H", "H", "H", "H", "H", "H", "H", "H", "H", "H", "H"],
  "positions_angstrom": [[-1.893049, 8.663639, 3.427816], [-0.823412, 7.511707, 3.152705], [-1.268974, 6.269298, 3.920688], [-0.584220, 4.913533, 3.504509], [-0.796686, 4.742462, 1.974102], [-0.334663, 6.032545, 1.114432], [-0.914024, 7.242051, 1.703681], [-0.438699, 8.353753, 0.906433], [1.240017, 6.065125, 0.962623], [-0.814266, 5.768667, -0.313678], [0.616026, 7.941279, 3.705760], [-2.883674, 8.320246, 3.129782], [-1.663857, 9.524069, 2.799149], [-2.037995, 9.045296, 4.438474], [-1.007825, 6.381466, 4.972970], [-2.330182, 6.040701, 3.822337], [-1.109813, 4.122834, 4.039902], [0.483703, 4.863138, 3.716906], [-1.848653, 4.509444, 1.809217], [-0.138639, 3.908023, 1.731671], [1.441823, 6.946640, 0.354112], [1.784023, 6.239818, 1.890869], [1.583858, 5.140584, 0.498825], [-0.562554, 4.814943, -0.777508], [-1.901337, 5.724628, -0.247015], [-0.614331, 6.572310, -1.022408], [0.855548, 8.868966, 3.186040], [1.453814, 7.277722, 3.491516], [0.646965, 8.137002, 4.777593], [-1.150510, 8.574687, 0.301360], [0.816894, 0.865982, 1.648675], [1.112678, 0.465370, 0.169943], [0.987808, -1.105491, 0.301530], [-0.396141, -1.743789, 0.377713], [-1.371239, -1.208591, -0.674860], [-1.342756, 0.356103, -0.770072], [0.100250, 0.818184, -0.858789], [0.192265, 2.227378, -1.087346], [-2.016437, 0.677723, -2.087203], [-2.142933, 0.972292, 0.353837], [2.614886, 0.801174, -0.149859], [1.226839, 1.866620, 1.785648], [1.466299, 0.288144, 2.306298], [-0.207695, 0.748664, 2.001621], [1.461921, -1.548272, -0.574407], [1.649404, -1.466604, 1.088925], [-0.791730, -1.409309, 1.336746], [-0.478034, -2.824848, 0.490421], [-2.388536, -1.554277, -0.491262], [-1.085849, -1.606768, -1.648564], [-2.176560, 1.752655, -2.170858], [-1.353699, 0.329589, -2.879468], [-2.964366, 0.177158, -2.284590], [-2.219090, 0.426381, 1.294210], [-1.980711, 2.034373, 0.537597], [-3.208700, 0.943443, 0.127113], [2.869052, 1.860281, -0.191890], [2.769380, 0.474477, -1.178211], [3.286993, 0.321798, 0.561874], [0.664243, 2.249872, -1.923008], [-0.833688, -6.333493, 3.041429], [-1.560632, -5.109959, 3.243740], [-2.648784, -5.287727, 4.159091], [-3.657303, -4.182062, 3.811805], [-3.067662, -2.880368, 3.857676], [-3.941573, -1.905606, 3.216455], [-5.336431, -1.620346, 3.891511], [-6.313421, -2.541420, 3.650764], [-6.757558, -2.596032, 2.317602], [-0.520814, -6.767941, 3.990887], [-0.066207, -6.110323, 2.300290], [-1.507027, -7.061485, 2.588947], [-2.151064, -5.150655, 5.119090], [-2.999867, -6.319455, 4.178053], [-4.463879, -4.231666, 4.543303], [-4.084435, -4.439236, 2.842523], [-2.213812, -2.922939, 3.319879], [-3.974546, -1.975757, 2.129217], [-3.408047, -0.960823, 3.320540], [-5.665415, -0.639152, 3.549265], [-5.109143, -1.570062, 4.956365], [-7.465240, -1.808988, 2.057136], [-7.327344, -3.512011, 2.161331], [-5.976799, -2.635869, 1.558043], [4.507772, 5.314310, 1.056003], [4.634819, 4.350606, 2.066314], [3.367426, 3.874243, 2.428550], [3.632999, 2.585974, 3.327962], [4.191237, 2.929373, 4.650196], [4.417368, 1.706238, 5.417575], [5.465028, 0.729824, 4.912540], [5.050766, -0.110163, 3.855492], [3.860152, -0.826712, 4.154942], [4.008896, 6.210075, 1.425901], [4.010792, 5.013510, 0.133706], [5.546316, 5.592833, 0.877276], [2.831529, 3.542546, 1.539229], [2.895809, 4.710865, 2.944042], [4.103489, 1.791771, 2.748324], [2.690107, 2.138351, 3.642088], [5.070619, 3.418500, 4.563283], [3.450325, 1.291157, 5.701559], [4.741638, 2.077781, 6.389636], [5.883039, 0.168336, 5.748058], [6.348275, 1.330139, 4.694333], [3.791775, -1.489484, 3.292296], [3.067539, -0.087726, 4.037599], [3.853285, -1.350566, 5.110784], [9.236430, -6.163337, -4.378127], [8.415166, -5.318755, -3.538038], [7.790071, -4.271941, -4.224171], [6.942098, -3.558107, -3.174913], [5.782570, -2.955813, -3.831798], [4.958523, -2.133461, -2.936486], [4.580279, -2.716906, -1.496874], [3.660584, -3.876325, -1.620484], [3.418479, -4.519197, -0.396447], [10.053993, -5.668437, -4.902320], [8.564660, -6.679650, -5.063877], [9.763180, -6.859463, -3.725403], [7.213016, -4.687759, -5.050124], [8.468658, -3.510703, -4.609040], [7.498868, -2.783749, -2.647202], [6.736105, -4.259799, -2.366642], [5.211652, -3.721544, -4.160128], [4.035397, -1.831803, -3.431394], [5.474307, -1.189975, -2.757853], [4.101932, -1.890650, -0.970974], [5.506996, -2.982844, -0.988365], [4.285972, -5.110965, -0.104272], [2.520542, -5.118711, -0.546110], [3.241397, -3.766381, 0.371669], [-3.696755, -2.383880, -4.125554], [-4.424261, -3.040777, -5.142065], [-5.658240, -2.397691, -5.497546], [-6.164573, -3.059420, -6.811211], [-6.431163, -4.466209, -6.637564], [-6.996132, -5.184396, -7.754373], [-7.621672, -6.519963, -7.335125], [-8.240895, -7.142165, -8.453402], [-7.563012, -8.014823, -9.263664], [-4.209243, -2.415536, -3.164071], [-3.408761, -1.339634, -4.246852], [-2.863952, -3.053663, -3.911237], [-5.580739, -1.329805, -5.701773], [-6.334335, -2.430559, -4.643194], [-5.417586, -2.912309, -7.591256], [-7.136906, -2.668815, -7.111374], [-5.578189, -4.946341, -6.388532], [-6.220409, -5.314586, -8.508972], [-7.788421, -4.572617, -8.185735], [-8.463615, -6.405274, -6.652431], [-6.949706, -7.201502, -6.813529], [-6.758371, -7.496915, -9.785618], [-8.213182, -8.493343, -9.996056], [-7.137685, -8.853719, -8.712792], [5.983389, -5.707908, 2.594019], [6.464468, -4.707150, 1.698865], [7.814747, -4.352641, 2.064157], [8.349706, -3.383053, 1.069163], [7.991286, -1.982630, 1.290504], [6.539113, -1.708823, 1.497644], [6.302395, -0.263151, 1.016549], [6.348538, -0.318428, -0.424355], [6.489104, 1.021488, -0.884015], [4.897735, -5.779933, 2.528723], [6.232301, -5.692581, 3.655114], [6.494549, -6.581273, 2.188981], [8.444697, -5.239075, 2.138438], [7.875614, -3.896907, 3.052445], [7.945071, -3.635395, 0.089008], [9.419793, -3.526543, 0.919402], [8.198543, -1.398259, 0.493223], [6.406263, -1.835077, 2.572120], [5.755411, -2.339948, 1.078599], [7.190393, 0.260450, 1.370660], [5.471585, 0.333631, 1.393013], [5.575929, 1.602904, -0.756877], [6.758530, 0.938356, -1.936911], [7.383878, 1.405222, -0.393884], [1.672619, -3.085669, 3.738398], [0.907567, -2.004285, 4.188600], [0.076097, -2.332808, 5.312150], [-1.041496, -1.272248, 5.526525], [-0.557034, -0.058692, 6.262621], [0.238850, 0.782427, 5.338640], [0.578797, 2.061541, 6.138717], [-0.439093, 2.978145, 6.192124], [-0.129412, 4.252552, 6.812699], [2.469291, -3.297360, 4.451558], [2.185813, -2.806294, 2.818242], [1.026263, -3.934639, 3.515743], [0.720092, -2.278763, 6.189907], [-0.356943, -3.314168, 5.118482], [-1.705119, -1.734547, 6.257265], [-1.575724, -0.978775, 4.622885], [-1.360364, 0.523375, 6.452237], [-0.312266, 1.086594, 4.448774], [1.059463, 0.146074, 5.007357], [1.506909, 2.479366, 5.748657], [0.838532, 1.811280, 7.167318], [0.833144, 4.614976, 6.451813], [-0.014416, 4.106254, 7.886696], [-0.939860, 4.959169, 6.633899], [-6.113103, 1.344775, 1.146594], [-6.296009, 2.544559, 2.166978], [-5.051540, 3.033052, 2.839752], [-4.488644, 1.957705, 3.646146], [-3.159387, 2.175110, 4.260339], [-6.934847, 3.662528, 1.484684], [-6.983315, 1.083776, 0.544336], [-5.913001, 0.506855, 1.814373], [-5.297291, 1.536430, 0.449585], [-6.924384, 2.227823, 2.999400], [-5.239479, 3.927471, 3.433723], [-4.336361, 3.300479, 2.061875], [-3.057674, 2.859932, 5.102228], [-2.563892, 2.618257, 3.462141], [-2.713631, 1.238671, 4.595712], [-6.852250, 4.553318, 1.953486], [-6.535339, 3.780369, 0.564572], [0.248855, -4.130827, -2.311536], [0.820018, -4.387762, -3.715713], [0.794326, -3.099435, -4.604612], [-0.511193, -2.589322, -4.770432], [-0.586033, -1.452161, -5.597205], [2.178248, -4.778249, -3.637145], [-0.825353, -3.950319, -2.351487], [0.610548, -3.218999, -1.836320], [0.346703, -5.033195, -1.708000], [0.338963, -5.257419, -4.163362], [1.179303, -3.293785, -5.605668], [1.515839, -2.394598, -4.191428], [-0.166747, -1.608362, -6.591132], [-0.107885, -0.580090, -5.151156], [-1.624934, -1.151846, -5.733510], [2.190967, -5.753810, -3.375976], [2.790593, -4.359678, -2.951622], [-5.770231, 0.880464, -3.179471], [-6.319839, 2.223506, -3.268226], [-5.360495, 3.372363, -2.853094], [-4.994865, 3.267668, -1.490255], [-3.884663, 3.996699, -1.118912], [-6.851810, 2.366653, -4.624094], [-5.002313, 0.778255, -3.946248], [-6.472795, 0.050764, -3.257557], [-5.216374, 0.628378, -2.275154], [-7.159521, 2.313482, -2.579062], [-5.895773, 4.295849, -3.073849], [-4.452421, 3.427081, -3.453508], [-3.705265, 4.013353, -0.043899], [-4.066793, 5.033891, -1.400249], [-2.944085, 3.625493, -1.525878], [-6.046974, 2.304156, -5.231083], [-7.212874, 3.309796, -4.609607], [-0.042477, 2.125666, -6.820263], [0.111816, 2.531472, -5.360820], [0.935091, 3.813812, -5.066481], [1.229397, 3.854257, -3.662441], [1.944418, 5.025514, -3.263156], [-1.222316, 2.657611, -4.844133], [-0.627881, 2.919814, -7.283650], [-0.465417, 1.136495, -6.995686], [0.946196, 2.102508, -7.278616], [0.639066, 1.720690, -4.858090], [0.315916, 4.658234, -5.369262], [1.873459, 3.905959, -5.613357], [1.475163, 6.006087, -3.342924], [2.941752, 5.110623, -3.694648], [2.112526, 5.026451, -2.186199], [-0.995164, 2.969991, -3.910902], [-1.617508, 3.484453, -5.268698]],
  "atomic_forces_ev_per_a": [[0.516, -0.390, -0.664], [0.162, 0.810, 1.187], [0.945, -1.775, -0.042], [-0.883, 1.500, -1.162], [1.197, 1.280, 0.782], [1.540, -2.288, 0.745], [-0.365, -0.174, -1.055], [0.377, -0.235, 0.859], [-1.039, 0.636, 0.655], [-1.833, 0.652, 0.060], [-0.757, 0.506, -1.119], [0.066, -0.266, -0.200], [0.120, 0.003, 0.017], [0.663, -0.386, 0.251], [-0.396, 0.483, 0.038], [-0.220, 0.491, 0.018], [0.346, -0.082, 0.026], [0.037, 0.132, 0.247], [-0.063, -0.015, -0.355], [-0.263, -0.172, -0.746], [0.239, -0.214, -0.289], [-0.226, -0.295, -0.028], [-0.004, 0.157, -0.090], [0.647, -0.052, 0.404], [-0.337, 0.096, -0.125], [0.386, 0.029, 0.091], [0.140, 0.162, 0.125], [-0.379, -0.350, -0.041], [-0.454, -0.024, -0.018], [-0.365, -0.095, 0.171], [0.205, 1.595, 0.034], [0.367, -3.388, 0.976], [0.927, -1.362, -1.859], [-1.152, 1.506, 1.381], [1.404, 0.157, 0.024], [-0.829, -2.130, -0.805], [-0.136, 3.119, 3.229], [-0.625, -2.371, -0.041], [0.731, 0.791, -0.895], [-1.004, 0.697, 1.188], [-1.474, 0.421, -1.165], [-0.713, 0.431, 0.074], [-0.088, -0.489, -0.339], [0.192, 0.185, -0.258], [0.218, 0.088, -0.488], [-0.252, 0.339, 0.311], [-0.276, 0.009, 0.388], [0.725, -0.069, -0.478], [-0.037, 0.288, 0.113], [-0.004, 0.015, -0.235], [-0.045, -0.070, -0.226], [0.011, 0.243, -0.353], [0.030, -0.112, 0.671], [0.987, -0.057, 0.167], [0.467, -0.012, 0.060], [-0.008, -0.075, -0.930], [-0.393, 0.190, 0.429], [0.500, -0.473, 0.069], [-0.251, -0.230, -0.153], [0.569, 0.819, -0.984], [-1.126, 0.673, -0.372], [0.322, -0.946, -0.584], [1.142, 1.130, 0.047], [-0.188, -1.962, 0.971], [-0.506, 0.058, -0.251], [0.107, 1.561, 0.562], [2.330, 0.528, -0.636], [-0.979, -1.452, -0.239], [-0.677, -0.533, -0.450], [0.595, 0.179, 0.001], [0.336, -0.154, 0.475], [-0.095, -0.188, -0.135], [-0.556, 0.279, 0.628], [-0.533, 0.088, -0.505], [-0.168, 0.003, -0.052], [-0.135, 0.005, -0.361], [0.304, 0.068, -0.038], [-0.481, -0.661, -0.343], [-0.003, 0.465, 0.219], [0.129, 0.323, 0.088], [-0.377, -0.079, 0.135], [0.148, 0.515, 0.178], [0.065, -0.166, 0.396], [0.351, 0.232, 0.179], [1.438, 0.977, 0.476], [-0.155, -0.503, -0.723], [1.179, -1.952, 1.547], [-1.413, 1.908, 0.340], [0.106, -0.717, -1.183], [0.017, 1.043, 1.257], [-0.029, 0.365, 0.780], [0.851, 0.088, 0.569], [0.443, 0.905, -1.606], [-0.227, 0.100, 0.061], [-0.037, -0.509, -0.015], [-0.122, 0.178, -0.547], [-0.388, 0.157, -0.135], [-0.714, -0.440, 0.260], [0.711, 0.242, -0.144], [-0.601, 0.080, -0.430], [0.173, 0.143, -0.195], [-0.107, -0.422, -0.473], [0.456, -0.151, 0.193], [-0.515, -0.664, 0.326], [-0.028, -0.010, -1.124], [-0.172, -0.410, 0.373], [-0.580, -0.435, 0.548], [0.026, 0.062, 0.033], [-0.478, 0.238, 0.881], [1.608, -0.637, -0.387], [-0.118, 0.371, 0.777], [-0.239, 0.176, -0.194], [-0.541, 0.038, 0.920], [-0.218, -0.610, 1.021], [-0.101, -0.442, -2.066], [1.752, 2.132, 0.132], [0.139, 0.245, -0.057], [-0.314, 0.600, -0.236], [0.260, -0.184, -0.230], [-0.450, -0.186, 0.098], [-0.387, 0.179, -0.137], [0.462, -0.254, -0.377], [0.266, 0.314, -0.332], [-0.498, -0.437, -0.076], [-0.232, -0.098, -0.254], [-0.116, -0.314, -0.245], [0.241, -0.040, 0.272], [-0.246, -0.123, 0.364], [-0.206, -0.261, 0.199], [-0.055, -0.217, 0.142], [0.124, -0.168, 0.203], [-0.176, 0.019, 0.339], [-0.134, -1.406, 1.013], [-0.276, 1.287, -0.354], [-0.028, -0.493, -0.783], [-0.337, -0.439, 0.953], [0.208, -0.862, 1.215], [-0.177, 0.249, 0.141], [-0.459, -0.286, -0.529], [-1.444, 0.606, 0.487], [1.251, -0.612, -0.312], [-0.798, 0.131, 0.195], [0.102, 0.022, -0.790], [0.504, 0.500, -0.445], [0.699, 0.264, -0.111], [-0.403, -0.564, -0.065], [0.144, 0.496, -0.221], [0.204, 0.697, -0.048], [0.152, 0.093, 0.348], [-0.089, -0.358, -0.522], [-0.086, -0.054, -0.144], [0.177, 0.595, 0.158], [0.514, -0.059, -0.182], [0.252, -0.124, -0.294], [-0.334, 0.473, 0.024], [0.289, -0.103, 0.323], [0.333, -0.862, -1.121], [0.431, 0.841, 1.583], [-0.450, 0.084, 0.117], [-0.221, 0.467, -1.823], [-0.960, 0.273, 0.278], [-0.068, 0.665, 1.146], [1.187, -1.166, 0.032], [-0.595, 0.738, 0.895], [0.915, -1.200, -0.768], [0.085, -0.037, -0.304], [0.332, 0.920, 0.072], [-0.574, -0.837, 0.385], [-0.017, -0.303, -0.340], [-0.402, 0.098, 0.314], [-0.192, -0.690, -0.247], [0.164, 0.411, 0.490], [0.673, -0.484, -0.355], [-0.405, 0.509, 0.083], [0.509, -0.514, -0.676], [0.191, 0.429, -0.009], [-0.486, -0.532, -0.020], [0.101, 0.241, 0.228], [-0.320, 0.199, -0.161], [-0.288, 0.768, 0.164], [0.142, 0.108, -0.134], [-0.544, 0.630, -0.426], [-0.192, 1.412, -0.531], [0.864, 0.137, 1.538], [0.246, -0.478, -1.889], [-0.519, 0.433, 1.751], [2.179, -0.905, 0.159], [-1.762, 1.610, -0.577], [0.326, -1.429, 0.030], [-0.049, -0.552, 0.201], [-0.166, 0.130, -0.115], [0.111, -0.339, 0.200], [-0.149, -0.495, 0.348], [-0.106, -0.093, 0.312], [-0.427, -0.193, -0.445], [0.012, -0.374, -0.214], [-0.440, -0.164, 0.464], [-0.288, 0.040, -0.362], [0.435, 0.618, 0.162], [0.156, 0.536, -0.444], [0.121, -0.609, 0.221], [-0.026, 0.222, -0.298], [-0.100, -0.007, 0.190], [0.088, -0.271, -0.179], [0.157, 0.738, 1.663], [-0.885, -0.280, -0.798], [1.879, -1.225, 0.438], [0.749, 0.377, 0.941], [-0.996, 0.496, -1.555], [-0.258, -0.013, -0.471], [-0.260, 0.436, 0.285], [0.371, -0.292, -0.477], [0.160, 0.024, 0.118], [-0.429, -0.287, -0.187], [-0.172, -0.002, 0.225], [0.456, 0.183, -0.178], [-0.829, 0.188, 0.144], [0.501, -0.155, -0.073], [-0.424, -0.245, -0.327], [-0.006, -0.024, 0.300], [0.049, -0.031, -0.223], [-1.400, 0.041, -0.600], [-0.194, 1.571, 0.342], [-0.330, -1.129, -0.435], [-0.289, 0.356, 0.504], [-0.251, 0.189, 0.054], [1.502, -1.537, -0.675], [-0.335, -0.064, -0.217], [0.719, -0.246, 0.069], [0.384, 0.191, 0.240], [-0.658, 0.482, -0.279], [0.245, -0.521, -0.079], [-0.116, 0.479, 0.505], [0.229, -0.221, -0.091], [0.427, 0.105, 0.188], [-0.119, -0.374, 0.097], [0.235, -0.300, -0.284], [-0.478, 0.693, -0.013], [1.813, -2.159, 0.582], [-0.702, 1.008, 0.708], [-0.053, -0.420, -0.352], [-0.919, -1.202, 0.309], [0.390, 1.116, 0.101], [0.182, 0.520, 1.056], [0.013, -0.265, -0.437], [-0.308, 0.351, -0.425], [-0.077, 0.514, 0.465], [-0.208, 0.037, 0.095], [-0.107, 0.417, 0.321], [0.247, -0.391, -0.356], [-0.581, -0.339, 0.218], [0.515, 0.334, -0.146], [0.104, 0.007, -0.565], [-0.037, 0.256, -0.560], [-0.226, 0.247, -0.938], [1.287, 0.846, -0.134], [0.856, -0.516, -0.865], [-0.028, -0.380, -0.374], [-0.196, 0.618, 0.092], [0.508, 0.233, 0.910], [0.076, 0.056, 1.335], [-0.131, -0.258, -0.461], [-0.334, 0.243, 0.410], [0.021, 0.120, -0.294], [-0.068, -0.196, 0.350], [-0.079, 0.370, 0.159], [0.129, -0.325, -0.186], [-0.756, -0.195, -0.903], [-0.032, -0.293, -0.453], [-0.073, -0.771, 0.184], [-0.882, 0.104, 0.816], [-0.397, 0.153, -0.303]],
  "mulliken_spin": [0.00, 0.00, 0.00, 0.00, 0.00, 0.00, 0.00, 0.00, 0.00, 0.00, 0.00, 0.00, 0.00, 0.00, 0.00, 0.00, 0.00, 0.00, 0.00, 0.00, 0.00, 0.00, 0.00, 0.00, 0.00, 0.00, 0.00, 0.00, 0.00, 0.00, -0.01, -0.07, 0.10, -0.02, 0.06, 0.05, 0.69, 0.06, 0.03, 0.02, 0.04, 0.04, 0.05, 0.01, -0.06, 0.01, 0.00, 0.00, 0.00, -0.03, -0.01, -0.03, 0.01, 0.01, 0.02, 0.01, 0.01, -0.03, 0.01, 0.03, 0.00, 0.00, 0.00, 0.00, 0.00, 0.00, 0.00, 0.00, 0.00, 0.00, 0.00, 0.00, 0.00, 0.00, 0.00, 0.00, 0.00, 0.00, 0.00, 0.00, 0.00, 0.00, 0.00, 0.00, 0.00, 0.00, 0.00, 0.00, 0.00, 0.00, 0.00, 0.00, 0.00, 0.00, 0.00, 0.00, 0.00, 0.00, 0.00, 0.01, 0.00, 0.00, 0.00, 0.00, 0.00, 0.00, 0.00, 0.00, 0.00, 0.00, 0.00, 0.00, 0.00, 0.00, 0.00, 0.00, 0.00, 0.00, 0.00, 0.00, 0.00, 0.00, 0.00, 0.00, 0.00, 0.00, 0.00, 0.00, 0.00, 0.00, 0.00, 0.00, 0.00, 0.00, 0.00, 0.00, 0.00, 0.00, 0.00, 0.00, 0.00, 0.00, 0.00, 0.00, 0.00, 0.00, 0.00, 0.00, 0.00, 0.00, 0.00, 0.00, 0.00, 0.00, 0.00, 0.00, 0.00, 0.00, 0.00, 0.00, 0.00, 0.00, 0.00, 0.00, 0.00, 0.00, 0.00, 0.00, 0.00, 0.00, 0.00, 0.00, 0.00, 0.00, 0.00, 0.00, 0.00, 0.00, 0.00, 0.00, 0.00, 0.00, 0.00, 0.00, 0.00, 0.00, 0.00, 0.00, 0.00, 0.00, 0.00, 0.00, 0.00, 0.00, 0.00, 0.00, 0.00, 0.00, 0.00, 0.00, 0.00, 0.00, 0.00, 0.00, 0.00, 0.00, 0.00, 0.00, 0.00, 0.00, 0.00, 0.00, 0.00, 0.00, 0.00, 0.00, 0.00, 0.00, 0.00, 0.00, 0.00, 0.00, 0.00, 0.00, 0.00, 0.00, 0.00, 0.00, 0.00, 0.00, 0.00, 0.00, 0.00, 0.00, 0.00, 0.00, 0.00, 0.00, 0.00, 0.00, 0.00, 0.00, 0.00, 0.00, 0.00, 0.00, 0.00, 0.00, 0.00, 0.00, 0.00, 0.00, 0.00, 0.00, 0.00, 0.00, 0.00, 0.00, 0.00, 0.00, 0.00, 0.00, 0.00, 0.00, 0.00, 0.00, 0.00, 0.00, 0.00, 0.00, 0.00, 0.00]
}